1.
Below is 2 unconnected molecules or ions with the total composition C4H4O2 at a distorted geometry, with properties calculated with wB97M-V/def2-TZVPD.

XYZ file:
```
10
Properties=species:S:1:pos:R:3:forces:R:3
C -0.530371 -0.822295 -1.282741 1.4 1.5 1.6
C -0.183249 0.195948 -0.526597 -1.5 -2.4 -1.8
C 0.060501 0.340868 -1.979608 1.9 -0.6 0.4
H -0.675238 -1.833854 -1.487175 -0.7 -1.2 0.1
H -0.313111 0.727453 0.345926 0.1 0.8 1.7
H -0.656618 0.908223 -2.487518 -0.2 1.2 -1.5
H 1.137786 0.227666 -2.251049 -1.0 0.7 -0.6
O -0.573750 0.483563 3.685353 -1.8 0.5 1.2
C 0.394476 0.059794 3.255098 -0.5 0.6 -0.4
O 1.339574 -0.287366 2.728312 2.3 -1.1 -0.8
```
Positions in Å, forces in eV/Å.

Calculated values
* energy above the lowest of the compared OMol25 structures with the same formula, charge and spin: 1.905 eV
* frontier orbital gap: 0.3637 hartree
* SMILES: C1=CC1.O=C=O
* multiplicity: 1
* lowest unoccupied orbital energy: 0.55 eV

Atom charges from the Mulliken analysis, given in e for atoms 1 to 8: C -0.3116; C -0.3458; C -0.5091; H 0.3616; H 0.3440; H 0.2515; H 0.1983; O -0.3452

=====

2.
Below is C4H4O2 in the gas phase, with properties calculated with wB97M-V/def2-TZVPD.

XYZ file:
```
10
Properties=species:S:1:pos:R:3:forces:R:3
C -0.395745 -0.602864 -2.554143 -0.1 0.1 0.5
C -0.419062 -0.232444 -1.407282 0.1 -0.2 -0.4
C -0.352772 0.166859 -0.032314 0.3 -0.2 0.0
O -1.307944 1.023088 0.418710 0.0 0.0 0.1
C 0.609457 -0.265341 0.791713 0.0 0.0 -0.2
O 0.549691 0.181494 2.099574 0.2 0.0 0.1
H -0.382638 -0.946239 -3.565978 0.0 0.1 0.2
H -1.094924 1.135671 1.362288 -0.2 0.2 -0.2
H 1.379253 -0.980529 0.524466 -0.1 0.2 -0.1
H 1.414683 0.520305 2.362966 -0.1 -0.1 0.0
```
Positions in Å, forces in eV/Å.

Calculated values
* energy above the lowest of the compared OMol25 structures with the same formula, charge and spin: 2.148 eV
* frontier orbital gap: 0.3329 hartree
* SMILES: C#C/C(O)=C/O
* multiplicity: 1
* lowest unoccupied orbital energy: 0.56 eV

Atom charges from the Mulliken analysis, given in e for atoms 1 to 8: C 0.3870; C -0.5046; C -0.2486; O -0.5267; C -0.0408; O -0.5368; H 0.4219; H 0.3621

=====

3.
Below is C4H4O2 in the gas phase, with properties calculated with wB97M-V/def2-TZVPD.

XYZ file:
```
10
Properties=species:S:1:pos:R:3:forces:R:3
O -2.442055 -0.048698 0.116068 0.7 -0.3 0.1
C -1.399605 -0.596609 0.172977 -0.7 0.1 -0.1
O -0.219647 0.131915 0.458501 0.4 0.1 0.0
C 0.292631 1.740516 -0.049062 -0.1 0.5 -0.1
C 0.957480 -0.469869 0.281664 -0.2 -0.9 0.2
C 1.812971 -1.309322 0.207824 0.1 0.4 -0.1
H -1.157578 -1.658379 0.038107 0.0 0.1 0.0
H -0.457614 1.846665 -0.849881 0.0 0.1 0.1
H -0.102685 2.263201 0.834474 -0.1 0.0 -0.2
H 2.721888 -1.842397 0.053994 -0.1 -0.1 0.1
```
Positions in Å, forces in eV/Å.

Calculated values
* energy above the lowest of the compared OMol25 structures with the same formula, charge and spin: 6.943 eV
* frontier orbital gap: 0.3169 hartree
* multiplicity: 1
* lowest unoccupied orbital energy: 0.31 eV

Atom charges from the Mulliken analysis, given in e for atoms 1 to 8: O -0.3439; C 0.1953; O -0.1109; C -0.5728; C 0.1005; C -0.3617; H 0.3274; H 0.1778

=====

4.
Below is C4H4O2 in the gas phase at a distorted geometry, with properties calculated with wB97M-V/def2-TZVPD.

XYZ file:
```
10
Properties=species:S:1:pos:R:3:forces:R:3
C -0.082157 0.768466 0.182279 -1.2 0.9 0.0
C 1.308492 0.950217 -0.067537 1.3 1.6 -0.7
C -0.904429 -0.251628 0.073060 0.3 -1.2 0.2
C -1.769895 -1.234387 -0.057151 1.9 3.8 -2.2
O 2.261517 0.100865 -0.064831 0.2 3.5 -0.5
O 2.092212 -1.138227 0.186691 -1.0 -2.7 0.5
H -0.623778 1.717563 0.366771 0.5 -0.4 0.1
H 1.676374 2.031081 -0.305687 -0.5 -2.3 0.6
H -2.172515 -1.093268 -1.090050 -0.4 -1.5 1.1
H -1.785817 -1.850683 0.776453 -1.1 -1.7 0.9
```
Positions in Å, forces in eV/Å.

Calculated values
* energy above the lowest of the compared OMol25 structures with the same formula, charge and spin: 6.444 eV
* frontier orbital gap (spin up / spin down): 0.3063 / 0.3069 hartree
* multiplicity: 1
* lowest unoccupied orbital energy (spin up / spin down): -0.42 / -0.42 eV

Atom charges from the Mulliken analysis, given in e for atoms 1 to 8: C -0.3585; C 0.1066; C 0.2591; C -0.6102; O 0.0591; O -0.5425; H 0.2848; H 0.2433

=====

5.
Below is C4H4O2 in the gas phase, with properties calculated with wB97M-V/def2-TZVPD.

XYZ file:
```
10
Properties=species:S:1:pos:R:3:forces:R:3
C 1.582126 0.931020 -0.079012 -0.2 -0.1 0.0
C 0.541923 0.146946 0.155780 0.2 0.1 0.0
C -0.071358 -1.105726 0.510116 0.1 -0.4 0.0
O 0.022762 -2.306300 0.547829 0.0 0.6 0.0
C -0.991814 0.029051 0.225660 0.0 0.0 0.2
O -1.870340 0.031712 -0.849764 0.1 -0.2 -0.2
H 1.453854 1.915488 -0.522643 0.0 -0.1 0.1
H 2.594896 0.622615 0.170578 -0.2 0.0 -0.1
H -1.387397 0.590468 1.074740 0.1 -0.1 0.0
H -1.874649 -0.855278 -1.233285 -0.1 0.2 0.0
```
Positions in Å, forces in eV/Å.

Calculated values
* energy above the lowest of the compared OMol25 structures with the same formula, charge and spin: 2.655 eV
* frontier orbital gap: 0.3341 hartree
* SMILES: C=C1C(=O)[C@@H]1O
* multiplicity: 1
* lowest unoccupied orbital energy: -0.55 eV

Atom charges from the Mulliken analysis, given in e for atoms 1 to 8: C -0.6153; C 0.4294; C 0.1766; O -0.5155; C -0.1086; O -0.4931; H 0.2598; H 0.2604

=====

6.
Below is C4H4O2 in the gas phase at a distorted geometry, with properties calculated with wB97M-V/def2-TZVPD.

XYZ file:
```
10
Properties=species:S:1:pos:R:3:forces:R:3
O -2.126697 0.863565 -0.271589 -0.1 0.2 -0.1
C -1.686972 -0.409086 -0.230076 -1.0 -0.1 -0.3
O -0.453793 -0.604607 0.003614 0.9 -0.4 0.2
C 0.487693 0.338180 0.140512 0.2 0.2 0.0
C 1.802240 -0.100141 0.334460 0.3 0.0 0.0
C 2.957644 -0.433244 0.497981 -0.4 0.1 0.0
H -2.342088 -1.270306 -0.240451 0.1 0.2 0.0
H -2.779617 0.970471 -0.974572 0.0 0.0 0.1
H 0.169872 1.367407 0.082619 0.1 -0.1 0.0
H 3.971718 -0.722238 0.657506 -0.2 0.0 0.0
```
Positions in Å, forces in eV/Å.

Calculated values
* energy above the lowest of the compared OMol25 structures with the same formula, charge and spin: 4.549 eV
* frontier orbital gap (spin up / spin down): 0.2639 / 0.2744 hartree
* multiplicity: 1
* lowest unoccupied orbital energy (spin up / spin down): 0.41 / 0.45 eV

Atom charges from the Mulliken analysis, given in e for atoms 1 to 8: O -0.4659; C 0.0217; O -0.2174; C -0.6770; C -0.4382; C 0.2648; H 0.4095; H 0.3367